1.
# C6H11NO

A single C6H11NO molecule (ωB97M-V/def2-TZVPD, OMol25).

XYZ file:
```
19
Properties=species:S:1:pos:R:3:forces:R:3
C 0.0862 -1.1033 0.2625 -0.4 0.6 -0.4
C 1.1249 -0.4009 -0.4825 0.1 0.0 0.0
C -2.3385 0.6688 -0.9581 0.2 -0.1 0.0
C -0.3034 -0.7478 1.6505 0.0 0.0 0.0
C 2.2401 0.3021 0.2807 -0.1 0.0 0.0
O -1.0850 -0.0376 -0.9341 0.0 -0.4 0.4
C 0.2022 0.6979 -1.2282 0.2 0.5 -0.1
N 0.3615 1.7507 -1.7589 -0.1 -0.5 0.3
H -0.2655 -2.0552 -0.1136 0.0 0.0 0.0
H 1.5323 -1.0355 -1.2707 0.0 0.0 0.0
H -2.6583 0.8303 -1.9873 0.0 0.0 0.1
H -2.2427 1.6304 -0.4514 0.0 0.0 0.0
H -3.0594 0.0307 -0.4469 0.0 0.0 0.0
H -0.2392 0.3260 1.8257 0.0 0.0 0.0
H 0.3869 -1.2352 2.3510 0.0 0.0 -0.1
H -1.3097 -1.0936 1.8872 0.1 0.0 0.0
H 1.8498 0.9536 1.0627 0.0 0.0 0.0
H 2.9301 -0.4149 0.7307 0.0 0.0 0.0
H 2.7879 0.9334 -0.4195 -0.1 0.0 0.0
```
Forces are in eV/Å.

HOMO energy (spin up / spin down)   -0.2840 / -0.2840 Eh

2.
# C6H11NO

2 unconnected molecules or ions with the total composition C6H11NO at a distorted geometry (ωB97M-V/def2-TZVPD, OMol25).

XYZ file:
```
19
Properties=species:S:1:pos:R:3:forces:R:3
C -0.7433 0.0438 1.5228 -1.7 1.0 2.5
C 0.4001 -0.8423 1.2003 0.5 -0.1 -2.1
C 1.2824 0.1710 -1.1558 1.5 0.6 0.6
C 0.8716 0.1694 -2.5691 0.3 0.4 -0.5
C -0.6642 0.7995 0.1822 -5.5 -3.8 1.1
C 0.0566 -0.4301 -0.3126 3.8 -1.3 -2.3
H -1.7343 -1.7423 2.0181 -1.7 3.7 -1.1
H -2.8472 -0.0022 2.4121 3.1 -3.3 -3.2
H 0.5221 -1.8900 1.4844 -0.7 0.0 0.0
H 1.2673 -0.3454 1.6105 0.7 0.2 -0.4
H 2.2465 -0.5297 -1.0970 -1.7 1.6 0.0
H 1.5197 1.4015 -0.8821 -0.2 -3.6 -0.4
H 1.0430 1.0004 -4.1141 1.2 0.1 0.1
H -1.7479 0.9497 -0.0851 1.1 0.0 -0.4
H -0.1843 1.6786 0.1531 2.1 2.9 -0.1
H -0.5254 0.6430 2.4409 -0.7 -0.3 -0.4
H -0.3385 -1.3293 -1.0130 0.2 2.5 1.9
N -2.0542 -0.7208 1.5297 -0.6 0.0 4.7
O 1.6299 0.9752 -3.3251 -1.7 -0.4 0.0
```
Forces are in eV/Å.

HOMO energy   -0.3075 Eh

3.
# C6H11NO

A molecular structure, C6H11NO at a distorted geometry (ωB97M-V/def2-TZVPD, OMol25).

XYZ file:
```
19
Properties=species:S:1:pos:R:3:forces:R:3
C 0.5890 -1.1978 -1.5227 0.0 0.0 0.3
C -1.5707 -0.4836 1.2536 0.0 0.2 0.2
C -1.0238 1.3648 -0.4415 0.2 0.1 0.1
C 0.5574 -0.5857 -0.1593 0.5 0.7 -0.6
C -0.5462 0.2347 0.4248 1.5 0.4 1.3
C 1.6447 0.0918 0.5500 0.6 -3.1 -3.3
O 1.3010 -1.2429 0.9001 0.1 0.7 1.1
N 2.7513 0.6638 0.2447 -0.9 1.7 1.4
H 2.9549 1.5060 0.7785 0.8 -0.5 -0.1
H 0.5100 0.7677 1.2471 -2.6 0.0 -0.3
H 0.2167 -0.4914 -2.2649 0.0 0.0 0.0
H -0.0292 -2.0964 -1.5545 0.1 -0.1 -0.1
H 1.6197 -1.4396 -1.7776 -0.1 -0.1 0.0
H -1.6847 2.0290 0.1140 0.1 0.0 0.0
H -2.1330 0.2094 1.8789 0.0 0.0 0.0
H -1.1101 -1.2530 1.8691 0.0 0.0 0.1
H -2.2816 -0.9777 0.5812 0.1 0.1 0.0
H -1.5911 0.9727 -1.2911 0.0 -0.1 0.0
H -0.1742 1.9280 -0.8306 -0.1 0.0 0.0
```
Forces are in eV/Å.

HOMO energy   -0.2861 Eh

4.
# C6H11NO2

A single C6H11NO2 molecule at a distorted geometry (ωB97M-V/def2-TZVPD, OMol25).

XYZ file:
```
20
Properties=species:S:1:pos:R:3:forces:R:3
C -0.8427 -2.3744 -0.3727 0.1 0.2 -0.5
C -0.3791 -1.1374 -0.4126 -0.4 1.7 3.8
C -0.6207 -0.1664 1.0611 -2.6 -3.3 -0.8
C 0.1414 0.7046 2.0575 0.8 0.4 -0.5
C 0.3348 -0.3803 -1.4522 1.0 0.4 1.1
O 1.5311 -1.0334 -1.8222 0.1 0.5 0.0
C 0.6590 0.9536 -0.6815 2.7 1.3 -4.5
N -0.2657 1.9715 -0.9423 0.3 -0.3 1.3
O 1.8365 1.1621 -0.3445 -2.4 -0.6 0.8
H -0.5806 -3.0669 -1.1700 -0.4 0.1 -0.1
H -1.5176 -2.7108 0.4066 0.5 -0.1 0.2
H -1.5902 0.2796 0.8283 0.1 0.3 0.1
H -0.8899 -1.0236 1.6916 -0.1 0.0 -0.2
H -0.3009 0.5901 3.0524 -0.1 -0.3 -0.2
H 0.0519 1.7713 1.8375 0.4 -0.1 -0.1
H 1.1910 0.4085 2.1122 0.0 0.3 0.1
H -0.2895 -0.1666 -2.3255 0.2 -0.1 0.0
H 2.2003 -0.6910 -1.1905 -0.3 -0.1 -0.4
H -0.5900 2.0804 -1.8962 0.0 -0.3 0.4
H -0.0791 2.8290 -0.4367 0.1 0.0 -0.4
```
Forces are in eV/Å.

HOMO energy   -0.3489 Eh
SMILES string   C=C(CC)[C@H](O)C(N)=O

5.
# C6H11NO2

2 unconnected molecules or ions with the total composition C6H11NO2 at a distorted geometry (ωB97M-V/def2-TZVPD, OMol25).

XYZ file:
```
20
Properties=species:S:1:pos:R:3:forces:R:3
C 1.8115 -0.7397 -0.9241 -0.8 1.0 0.1
C 0.5201 -0.6887 -0.4387 0.9 -1.3 2.6
N 0.0546 -0.0755 0.7850 0.6 0.7 -0.3
C 0.7374 1.1240 1.2291 -0.4 0.0 -0.3
C -0.5551 -0.8996 1.8085 -0.2 -0.6 -0.6
H 2.1348 -1.5745 -1.5230 -0.1 0.1 -0.3
H 2.4190 0.1519 -0.9052 0.4 -0.1 0.2
H 0.0270 -1.6596 -0.5311 -0.4 0.2 -0.3
H 0.4793 1.9616 0.5743 0.3 0.0 -0.3
H 1.8185 0.9901 1.2692 0.2 0.1 0.0
H 0.3809 1.4537 2.2050 0.0 -0.4 0.1
H 0.0395 -1.7889 2.0217 0.1 -0.2 0.2
H -0.7013 -0.3697 2.7506 0.2 0.2 -0.3
H -1.5481 -1.2150 1.4744 0.0 -0.2 0.0
O 0.3618 1.7114 -2.3024 0.6 -0.7 0.5
C -0.2732 0.9119 -1.6859 -2.4 1.2 -0.2
C -1.6075 0.7256 -1.3004 1.0 0.0 -2.2
O -2.2449 -0.4562 -1.5412 0.3 -0.6 0.6
H -2.2705 1.5724 -1.1944 0.1 0.0 0.5
H -1.5839 -1.1353 -1.7713 -0.4 0.4 0.0
```
Forces are in eV/Å.

HOMO energy (spin up / spin down)   -0.2738 / -0.2531 Eh
SMILES string   C=CN(C)C.O=C=CO

6.
# C6H11NO2

A molecular structure, C6H11NO2 at a distorted geometry (ωB97M-V/def2-TZVPD, OMol25).

XYZ file:
```
20
Properties=species:S:1:pos:R:3:forces:R:3
C 0.0181 -0.7967 0.0143 -0.9 1.6 -1.0
C -0.5805 1.1478 0.0989 -0.2 -2.0 -0.3
C 0.6486 -0.9289 -1.3520 0.1 -0.3 0.2
C -0.8474 -1.9595 0.4214 -0.3 0.3 -0.1
C -0.6382 2.2267 -0.9387 0.0 -0.2 -0.3
N 0.7728 -0.2344 1.0291 0.6 1.2 1.2
C 0.5395 1.1233 1.0447 1.1 -0.8 0.7
O 1.4069 -0.9569 2.0567 0.0 0.1 -0.4
O 1.2098 1.9663 1.6211 -0.5 -0.2 -0.1
H 1.7460 -0.2485 2.6314 0.0 0.0 -0.1
H -1.5356 0.8482 0.5171 0.0 0.3 0.3
H 1.1826 -1.8836 -1.4143 0.1 0.1 -0.1
H 1.3401 -0.1128 -1.5444 0.1 0.0 0.0
H -0.1153 -0.9326 -2.1293 -0.1 0.0 0.0
H -0.2466 -2.8694 0.5078 0.1 0.1 0.0
H -1.3162 -1.7822 1.3881 -0.1 0.0 0.0
H -1.6048 -2.1471 -0.3396 -0.1 0.0 0.1
H -1.1068 3.1292 -0.5345 0.0 -0.1 0.1
H -1.2327 1.9109 -1.7987 0.0 0.0 0.0
H 0.3598 2.5002 -1.2790 0.0 0.0 0.0
```
Forces are in eV/Å.

HOMO energy   -0.3163 Eh

The records above give, respectively, energy above the lowest of the compared OMol25 structures with the same formula, charge and spin values of 103.6 180.7 127.2 78.8 147.4 88.3 kcal per mole.